Formula: C4H9O2
Source: OMol25
Level of theory: ωB97M-V with the def2-TZVPD basis set

Computed properties:
- orbital gap (eV) = 6.60
- LUMO (eV) = 3.685
- net charge = -1
- E_HOMO (Ha) = -0.1070
- relative energy (zero: lowest compared OMol25 entry of this formula, charge and spin) (kJ/mol) = 218.53

Cartesian coordinates (Å):
C: 1.868 0.417 -1.045
C: 2.542 1.538 0.143
O: 3.070 0.959 1.044
O: 2.198 2.661 -0.248
H: 1.949 -0.567 -0.604
H: 2.316 0.652 -1.913
H: 0.819 0.747 -0.834
C: -1.891 -0.724 -0.339
C: -1.758 -0.838 1.118
H: -1.420 0.158 -0.934
H: -1.609 -1.612 -0.816
H: -2.964 -0.562 -0.630
H: -1.143 -0.178 1.868
H: -1.165 -1.616 1.530
H: -2.812 -1.037 1.661

The computed Mulliken charges, all in e, follow: -0.737 0.499 -0.607 -0.660 0.235 0.395 -0.112 -0.760 -0.832 0.234 0.248 0.292 0.285 0.303 0.217

***

Formula: C19H24GeMoN3O5
Source: OMol25
Level of theory: ωB97M-V with the def2-TZVPD basis set

Computed properties:
- orbital gap (alpha / beta) (eV) = 7.51 / 8.07
- LUMO (alpha / beta) (eV) = -3.387 / -3.706
- spin multiplicity = 3
- net charge = +1
- E_HOMO (alpha / beta) (Ha) = -0.4003 / -0.4327
- relative energy (zero: lowest compared OMol25 entry of this formula, charge and spin) (kJ/mol) = 7.32
- expectation value of S² = 2.049

Cartesian coordinates (Å):
Mo: 0.700 -0.419 -0.947
C: -3.568 0.740 -0.828
C: -2.388 -0.014 -0.313
O: -1.242 0.366 -0.657
N: -2.580 -1.044 0.499
C: -1.495 -1.817 1.108
C: -0.930 -2.856 0.172
C: -1.328 -4.176 0.268
C: -0.829 -5.114 -0.624
C: 0.061 -4.694 -1.595
C: 0.433 -3.365 -1.632
N: -0.045 -2.452 -0.765
H: -3.460 1.782 -0.531
H: -4.512 0.352 -0.452
H: -3.565 0.704 -1.916
H: -3.529 -1.308 0.707
H: -1.901 -2.304 1.991
H: -0.713 -1.131 1.427
H: -2.024 -4.466 1.044
H: -1.132 -6.150 -0.558
H: 0.485 -5.379 -2.314
H: 1.152 -3.001 -2.352
C: 4.093 -0.679 2.487
Ge: 2.610 -1.614 1.652
C: 3.242 -2.982 0.413
C: 1.467 -2.434 3.012
C: 1.562 -0.255 0.683
H: 4.700 -1.377 3.064
H: 3.730 0.098 3.160
H: 4.727 -0.218 1.731
H: 2.502 -3.775 0.293
H: 4.151 -3.433 0.812
H: 3.473 -2.557 -0.564
H: 2.072 -3.056 3.673
H: 0.710 -3.077 2.559
H: 0.970 -1.678 3.622
H: 1.604 0.754 1.125
O: 2.960 -0.708 -4.315
C: 2.365 -0.296 -3.359
O: 2.078 -1.006 -2.279
C: 1.836 1.123 -3.301
C: 1.612 1.754 -2.079
C: 1.069 3.033 -2.013
C: 0.736 3.689 -3.184
C: 0.969 3.046 -4.390
C: 1.520 1.784 -4.478
N: 0.599 3.746 -5.644
O: 0.157 4.869 -5.536
O: 0.834 3.175 -6.684
H: 2.001 1.313 -1.149
H: 0.926 3.516 -1.056
H: 0.313 4.683 -3.189
H: 1.700 1.320 -5.437

The computed Mulliken charges, all in e, follow: 0.498 -1.209 0.731 -0.615 0.054 -1.275 0.824 -0.712 -0.450 -0.700 -0.386 0.209 0.327 0.356 0.311 0.292 0.550 0.115 0.442 0.450 0.490 0.459 -1.215 0.402 -1.140 -1.195 -0.166 0.379 0.387 0.365 0.303 0.469 0.300 0.424 0.317 0.346 0.416 -0.593 0.444 -0.444 0.330 -0.301 -0.549 -0.493 -0.080 -0.619 1.021 -0.598 -0.579 0.678 0.499 0.536 0.592

***

Formula: C14H30ClO21
Source: OMol25
Level of theory: ωB97M-V with the def2-TZVPD basis set

Computed properties:
- orbital gap (eV) = 8.20
- LUMO (eV) = 1.486
- net charge = -1
- E_HOMO (Ha) = -0.2468
- relative energy (zero: lowest compared OMol25 entry of this formula, charge and spin) (kJ/mol) = 3187.28

Cartesian coordinates (Å):
Cl: -8.989 -27.032 -25.280
O: -8.046 -26.659 -26.254
O: -8.234 -27.701 -24.192
O: -9.561 -25.841 -24.635
O: -10.037 -27.712 -25.909
C: -6.797 -28.208 -26.877
C: -6.992 -29.751 -26.868
O: -5.841 -30.225 -27.474
C: -4.879 -29.294 -27.558
O: -3.723 -29.587 -27.826
O: -5.418 -28.094 -27.234
H: -7.122 -27.822 -25.911
H: -7.470 -27.789 -27.625
H: -7.891 -30.080 -27.389
H: -7.078 -30.106 -25.841
C: -11.310 -26.882 -22.577
C: -9.806 -26.787 -22.456
O: -9.636 -25.445 -22.117
C: -10.828 -24.794 -21.814
O: -10.928 -23.629 -21.532
O: -11.802 -25.645 -22.095
H: -11.782 -27.622 -21.930
H: -11.430 -27.085 -23.641
H: -9.117 -26.966 -23.282
H: -9.510 -27.444 -21.637
C: -7.538 -25.359 -23.799
C: -6.617 -26.586 -24.137
O: -5.383 -25.944 -24.062
C: -5.411 -25.011 -23.136
O: -4.496 -24.449 -22.641
O: -6.651 -24.589 -22.938
H: -8.396 -25.795 -23.288
H: -7.714 -24.796 -24.716
H: -6.735 -27.019 -25.130
H: -6.788 -27.425 -23.462
C: -10.529 -28.513 -27.931
C: -9.910 -29.812 -27.726
O: -11.111 -30.661 -27.774
C: -12.145 -30.058 -28.389
O: -13.070 -30.545 -28.987
O: -11.863 -28.722 -28.387
H: -9.983 -27.937 -28.679
H: -10.501 -27.989 -26.976
H: -9.254 -29.883 -26.858
H: -9.179 -30.043 -28.500
O: -9.835 -26.570 -27.794
H: -8.928 -26.508 -27.494
H: -10.342 -26.728 -26.998
O: -8.544 -29.878 -25.834
H: -8.891 -29.163 -25.301
H: -7.706 -30.097 -25.426
O: -12.148 -27.272 -25.343
H: -11.375 -26.941 -25.800
H: -11.999 -28.215 -25.271
O: -9.953 -23.985 -24.051
H: -10.060 -24.834 -24.481
H: -9.562 -24.193 -23.203
C: -6.631 -28.757 -23.702
C: -6.613 -30.319 -23.639
O: -7.631 -30.871 -24.434
H: -6.500 -28.467 -24.744
H: -5.821 -28.468 -23.032
H: -7.561 -28.311 -23.351
H: -6.663 -30.693 -22.616
H: -5.692 -30.782 -23.994
H: -8.235 -31.007 -23.701

The computed Mulliken charges, all in e, follow: 2.529 -0.872 -1.829 -1.081 -1.362 0.852 0.334 -0.522 0.513 -0.614 -0.529 -1.571 0.423 -0.529 0.645 0.200 1.374 -0.562 0.772 -0.535 -0.387 0.323 -0.296 -1.222 0.613 0.432 0.782 -0.511 0.387 -0.626 -0.502 -0.754 0.809 1.459 0.010 0.808 0.549 -0.540 0.612 -0.611 -0.532 0.193 0.126 -0.144 0.388 -0.951 0.452 0.593 -0.935 0.240 -0.106 -0.792 0.647 0.334 -0.915 0.773 0.416 -0.697 -1.672 -0.416 0.812 0.510 0.328 0.570 0.346 0.463

***

Formula: C22H44F3IN2O14S
Source: OMol25
Level of theory: ωB97M-V with the def2-TZVPD basis set

Computed properties:
- orbital gap (eV) = 8.18
- LUMO (eV) = -0.461
- E_HOMO (Ha) = -0.3176
- relative energy (zero: lowest compared OMol25 entry of this formula, charge and spin) (kJ/mol) = 115.39

Cartesian coordinates (Å):
O: 2.666 -1.476 5.506
C: 2.598 -1.322 4.329
I: 3.888 -2.374 3.005
C: 1.607 -0.305 3.726
N: 0.235 -0.732 4.017
N: -0.720 0.318 3.946
C: -1.062 0.905 5.178
O: -1.892 1.739 5.305
F: -0.381 0.386 6.174
C: -0.456 1.268 2.921
O: -0.023 2.360 3.078
F: -0.725 0.753 1.740
S: -0.238 -2.108 3.150
O: -0.392 -3.167 4.065
O: 0.582 -2.278 2.014
F: -1.615 -1.671 2.671
H: 1.819 0.619 4.241
H: 1.812 -0.236 2.666
C: -0.241 6.013 -4.529
O: -0.164 6.066 -3.123
C: -1.330 6.605 -2.523
C: -1.587 5.990 -1.168
O: -2.119 4.675 -1.211
C: -1.255 3.616 -1.585
C: -0.228 3.245 -0.542
O: 0.836 4.180 -0.512
C: 1.428 4.301 0.763
H: -0.266 7.019 -4.965
H: 0.649 5.498 -4.887
H: -1.126 5.456 -4.856
H: -2.206 6.444 -3.162
H: -1.184 7.686 -2.393
H: -2.361 6.587 -0.683
H: -0.695 6.038 -0.540
H: -0.780 3.811 -2.549
H: -1.914 2.753 -1.713
H: 0.181 2.257 -0.791
H: -0.714 3.189 0.437
H: 0.680 4.540 1.524
H: 2.144 5.120 0.710
H: 1.956 3.382 1.047
C: 6.049 2.995 -3.323
O: 5.091 2.014 -2.998
C: 5.413 1.289 -1.825
C: 4.170 0.858 -1.082
O: 3.523 1.893 -0.354
C: 2.804 2.884 -1.076
C: 1.509 2.397 -1.683
O: 1.739 1.633 -2.854
C: 0.759 0.644 -3.065
H: 7.005 2.539 -3.603
H: 5.666 3.559 -4.171
H: 6.208 3.684 -2.485
H: 6.040 1.890 -1.156
H: 5.972 0.390 -2.120
H: 4.481 0.137 -0.322
H: 3.471 0.346 -1.745
H: 3.430 3.364 -1.829
H: 2.547 3.640 -0.331
H: 0.897 3.270 -1.951
H: 0.967 1.802 -0.939
H: 0.672 -0.018 -2.195
H: 1.071 0.051 -3.923
H: -0.219 1.091 -3.279
C: -5.075 -6.877 -1.761
O: -4.238 -7.254 -0.692
C: -2.870 -7.322 -1.054
C: -1.974 -6.959 0.107
O: -1.911 -5.571 0.390
C: -3.033 -4.961 1.005
C: -3.225 -5.322 2.459
O: -3.785 -6.616 2.597
C: -3.378 -7.268 3.777
H: -5.093 -7.646 -2.542
H: -6.081 -6.756 -1.364
H: -4.752 -5.925 -2.199
H: -2.657 -6.652 -1.895
H: -2.644 -8.353 -1.360
H: -0.954 -7.231 -0.176
H: -2.231 -7.536 0.997
H: -3.947 -5.138 0.435
H: -2.823 -3.889 0.961
H: -3.914 -4.599 2.918
H: -2.259 -5.261 2.974
H: -2.285 -7.321 3.842
H: -3.774 -8.281 3.746
H: -3.767 -6.762 4.668

The computed Mulliken charges, all in e, follow: -0.434 0.045 0.075 -0.750 0.110 0.354 0.487 -0.452 -0.177 0.298 -0.430 -0.145 1.126 -0.582 -0.501 -0.131 0.536 0.602 -0.850 -0.177 -0.633 -0.234 -0.469 -0.614 -0.109 -0.398 -1.163 0.322 0.237 0.373 0.357 0.402 0.402 0.077 0.253 0.322 0.121 0.530 0.438 0.280 0.338 -0.778 -0.257 -0.647 -0.282 -0.434 -0.780 0.901 -0.433 -0.722 0.327 0.233 0.330 0.338 0.431 0.353 0.166 0.100 0.443 0.002 0.030 0.283 0.291 0.259 -0.777 -0.282 -0.561 -0.393 -0.389 -0.393 -0.492 -0.309 -0.774 0.330 0.231 0.343 0.352 0.397 0.393 0.157 0.146 0.392 0.415 0.317 0.337 0.239 0.328

***

Formula: C20H27F16N3O4P
Source: OMol25
Level of theory: ωB97M-V with the def2-TZVPD basis set

Computed properties:
- orbital gap (eV) = 9.52
- LUMO (eV) = -2.889
- net charge = +1
- E_HOMO (Ha) = -0.4559

Cartesian coordinates (Å):
C: 2.475 -1.617 0.893
C: 1.725 -0.340 0.531
N: 1.262 -0.331 -0.877
C: 0.400 0.825 -1.157
C: 1.217 2.079 -1.388
N: 1.551 2.880 -0.192
C: 2.812 3.192 0.092
N: 2.837 3.944 1.198
C: 1.555 4.159 1.614
C: 0.705 3.472 0.759
P: -1.129 3.617 0.936
C: -1.574 2.093 1.841
O: -1.602 3.220 -0.594
C: 0.556 -1.563 -1.158
C: -0.865 -1.724 -0.677
O: 1.115 -2.437 -1.758
H: 1.786 -2.427 1.136
H: 3.116 -1.939 0.074
H: 3.096 -1.442 1.771
H: 2.396 0.511 0.657
H: 0.881 -0.206 1.218
H: -0.358 0.971 -0.395
H: -0.111 0.636 -2.100
H: 0.748 2.743 -2.114
H: 2.170 1.756 -1.811
H: 3.690 2.902 -0.460
H: 3.676 4.315 1.614
H: 1.304 4.771 2.463
H: -0.726 1.684 2.392
H: -2.374 2.340 2.537
H: -1.947 1.322 1.170
H: -2.050 3.965 -1.008
H: -1.544 -1.015 -1.155
H: -0.948 -1.562 0.400
H: -1.193 -2.734 -0.914
C: 0.029 -2.204 6.205
C: -1.312 -1.944 5.510
C: -1.268 -1.688 4.002
F: -0.559 -0.556 3.761
F: -2.523 -1.497 3.539
F: -1.974 -0.939 6.113
F: -2.040 -3.086 5.648
O: 0.629 -1.097 6.847
C: 1.495 -0.268 6.205
C: 1.002 1.186 6.218
F: -0.194 1.289 5.604
F: 1.891 1.945 5.531
F: 1.767 -0.673 4.946
F: 2.659 -0.269 6.887
H: -0.209 -2.893 7.014
H: 0.726 -2.714 5.539
H: -0.818 -2.530 3.469
H: 0.923 1.547 7.244
C: -0.395 -1.763 -5.018
C: -0.164 -0.267 -5.254
C: -1.281 0.693 -4.830
F: -2.392 0.501 -5.556
F: -0.853 1.966 -5.018
F: 0.189 -0.019 -6.523
F: 0.892 0.070 -4.440
O: -0.842 -2.528 -6.109
C: -2.171 -2.679 -6.384
C: -2.515 -2.152 -7.783
F: -2.203 -0.843 -7.868
F: -3.842 -2.294 -7.977
F: -2.951 -2.115 -5.443
F: -2.441 -4.001 -6.396
H: 0.589 -2.169 -4.786
H: -1.010 -1.921 -4.129
H: -1.517 0.563 -3.769
H: -1.966 -2.713 -8.540

The computed Mulliken charges, all in e, follow: -1.565 -0.008 0.173 1.656 -1.602 0.415 -0.193 -0.009 -0.342 0.205 -0.108 -0.500 -0.430 0.549 -0.950 -0.550 0.322 0.387 0.484 0.124 0.274 -0.031 -0.939 0.330 0.374 0.449 0.224 0.444 -0.073 0.533 0.213 0.329 0.229 0.052 0.513 -0.688 0.821 0.131 -0.278 -0.287 -0.263 -0.325 -0.385 0.804 0.165 -0.183 -0.262 -0.259 -0.305 0.405 0.331 0.287 0.252 -0.871 0.969 0.396 -0.260 -0.278 -0.299 -0.266 -0.439 0.789 0.175 -0.221 -0.251 -0.286 -0.299 0.400 0.503 0.045 0.257